[1]
20
Properties=species:S:1:pos:R:3:mulliken_charge:R:1 method="wB97M-V/def2-TZVPD" total_charge=0 s2=2.01 gap_ev="6.2 / 8.0" e_above_lowest_kcal_mol=24.0 multiplicity=3 homo_energy_ev="-5.50 / -8.70"
C -1.950 0.232 -0.146 0.13
C 2.894 -0.576 -0.401 0.69
C -0.260 -1.449 0.951 -0.68
C 0.576 -0.279 0.343 0.59
C 1.454 -0.680 -0.778 -1.15
N -3.011 0.604 -0.853 -0.41
N 0.279 0.898 0.743 -0.19
N 0.872 2.007 0.350 -0.60
O 3.724 0.059 -0.967 -0.53
O 3.121 -1.092 0.849 -0.47
S -1.851 -1.479 0.094 -0.22
H 0.115 -2.497 0.633 0.31
H -0.385 -1.389 2.107 0.40
H 2.324 -1.353 1.194 0.43
H 1.261 -0.008 -1.538 0.49
H 1.152 -1.608 -1.065 0.45
H -3.781 0.094 -1.252 0.15
H -3.149 1.552 -1.065 0.18
H 1.759 2.041 -0.245 0.22
H 0.642 2.805 0.874 0.21

***

[2]
19
Properties=species:S:1:pos:R:3:mulliken_charge:R:1 method="wB97M-V/def2-TZVPD" total_charge=0 gap_ev=8.5 e_above_lowest_kcal_mol=102.4 homo_energy_ev=-8.24
C 1.065 1.355 -0.768 0.09
C 2.856 -0.785 0.636 0.46
C 0.083 0.274 -0.673 -0.83
C 2.942 0.535 0.605 -0.36
C -2.777 -1.025 -0.024 -0.90
N 2.230 1.420 -0.163 -0.53
N 3.107 -1.936 0.319 -0.50
N -1.951 -0.601 1.074 -0.29
O -1.705 1.827 0.279 -0.53
S -0.953 0.459 1.017 0.38
H 0.879 2.153 -1.515 0.38
H -0.796 0.219 -1.405 0.35
H 0.512 -0.756 -0.807 0.47
H -2.640 1.705 0.553 0.32
H 3.649 0.911 1.365 0.26
H -2.338 -1.755 -0.791 0.29
H -2.982 -0.202 -0.778 0.32
H -3.798 -1.200 0.294 0.36
H 2.618 -2.599 0.782 0.27

***

[3]
20
Properties=species:S:1:pos:R:3:mulliken_charge:R:1 method="wB97M-V/def2-TZVPD" total_charge=0 gap_ev=9.4 e_above_lowest_kcal_mol=0.0 homo_energy_ev=-8.93
H -1.169 -3.165 0.536 0.23
N -0.531 -2.366 0.478 -0.65
C -1.114 -1.253 0.380 0.31
S -2.832 -1.005 0.234 -0.17
C -2.640 0.753 0.059 0.47
O -3.516 1.581 -0.023 -0.55
N -1.308 1.021 0.045 -0.39
N -0.405 -0.100 0.071 0.54
C 0.905 0.094 0.584 -0.20
C 1.089 0.957 1.805 -1.31
S 1.941 0.858 -0.835 -0.11
C 1.488 -0.264 -2.186 -0.82
H -0.955 1.632 -0.736 0.26
H 1.516 -0.797 0.561 0.44
H 0.343 1.689 1.687 0.39
H 2.120 1.417 1.936 0.33
H 0.970 0.417 2.712 0.35
H 1.677 -1.281 -1.869 0.26
H 1.992 0.067 -3.023 0.39
H 0.429 -0.256 -2.415 0.24

***

[4]
18
Properties=species:S:1:pos:R:3:mulliken_charge:R:1 method="wB97M-V/def2-TZVPD" total_charge=+1 gap_ev=8.7 e_above_lowest_kcal_mol=122.4 homo_energy_ev=-14.56
C 3.376 -0.150 0.623 -0.43
C 2.131 -0.108 1.193 -0.13
C -0.927 1.467 -0.794 -0.52
C -1.138 1.274 0.710 -0.47
C 0.044 0.754 0.029 0.77
N 3.361 0.389 -0.625 -0.38
N 2.215 0.684 -0.949 -0.16
N 1.306 0.438 0.115 0.48
N -0.502 -1.459 -1.040 -0.70
H 4.219 -0.515 1.131 0.45
H 1.603 -0.370 2.115 0.38
H -1.533 0.959 -1.596 0.19
H -0.688 2.459 -1.038 0.26
H -0.896 1.984 1.499 0.27
H -1.909 0.608 1.092 0.27
H -0.216 -2.142 -1.711 0.23
H -1.412 -1.073 -1.329 0.23
H -0.683 -1.903 -0.166 0.25

***

[5]
19
Properties=species:S:1:pos:R:3:mulliken_charge:R:1 method="wB97M-V/def2-TZVPD" smiles="[H]/N=C(/[NH3+])N(N)c1ccoc1" total_charge=+1 gap_ev=8.5 e_above_lowest_kcal_mol=97.9 homo_energy_ev=-12.09
H 0.367 2.608 -0.935 0.32
N 1.149 2.071 -0.596 -0.55
C 1.045 0.842 -0.358 0.25
N 2.392 0.222 -0.023 -0.29
N 0.007 -0.292 -0.411 0.42
N 0.475 -1.561 0.079 -0.88
C -1.329 -0.032 -0.120 0.71
C -1.879 1.109 0.545 -0.49
C -3.209 0.982 0.302 -0.51
O -3.518 -0.201 -0.235 -0.28
C -2.372 -0.783 -0.574 -0.71
H 3.236 0.719 -0.281 0.39
H 2.603 0.391 0.963 0.34
H 2.423 -0.853 -0.247 0.41
H -0.412 -2.022 0.206 0.32
H 0.977 -2.137 -0.581 0.27
H -1.236 1.862 0.991 0.51
H -4.105 1.578 0.473 0.41
H -2.547 -1.791 -1.080 0.36

***

[6]
20
Properties=species:S:1:pos:R:3:mulliken_charge:R:1 method="wB97M-V/def2-TZVPD" smiles="[O-]/N=C/CC[C@@H]1C[N+]([O-])=NN1" total_charge=-1 gap_ev=6.1 e_above_lowest_kcal_mol=38.6 homo_energy_ev=-2.56
O -2.958 2.065 0.340 -0.77
N -2.029 1.131 0.214 -0.13
C -1.836 0.562 -0.914 -0.62
C -1.028 -0.662 -1.092 -0.39
C -0.536 -1.170 0.257 -0.99
C 0.796 -0.716 0.810 0.03
C 1.017 0.815 0.943 -0.61
N 2.010 1.078 -0.155 1.02
O 2.503 2.217 -0.329 -0.75
N 2.534 0.020 -0.645 -0.71
N 2.000 -1.073 0.091 -0.17
H -2.518 0.747 -1.759 0.47
H -0.235 -0.492 -1.846 0.32
H -1.954 -1.271 -1.365 0.26
H -1.320 -0.708 0.985 0.45
H -0.748 -2.214 0.591 0.42
H 0.764 -1.026 1.859 0.24
H 0.242 1.543 0.634 0.24
H 1.474 1.092 1.911 0.32
H 1.822 -1.939 -0.529 0.37

***

[7]
16
Properties=species:S:1:pos:R:3:mulliken_charge:R:1 method="wB97M-V/def2-TZVPD" total_charge=-1 s2=0.75 gap_ev="2.4 / 8.5" e_above_lowest_kcal_mol=29.2 multiplicity=2 homo_energy_ev="1.21 / -4.68"
C -0.033 -0.238 1.539 -1.73
C 0.215 0.607 0.250 1.43
C 1.543 1.068 0.283 -2.03
N 1.790 1.646 -0.873 0.22
C 0.806 1.384 -1.807 -0.78
C -0.190 0.687 -1.060 -1.38
H 0.803 -0.081 2.231 0.46
H -0.940 -0.106 2.269 0.46
H -0.094 -1.342 1.303 0.32
H 2.266 0.971 1.071 0.56
H 2.649 2.138 -1.167 0.29
H 0.761 1.957 -2.711 0.58
H -1.000 0.210 -1.593 0.92
H -3.411 -2.507 0.264 0.51
H -2.144 -3.015 -0.100 0.43
O -3.021 -3.379 0.101 -1.27

***

[8]
16
Properties=species:S:1:pos:R:3:mulliken_charge:R:1 method="wB97M-V/def2-TZVPD" total_charge=0 gap_ev=9.2 e_above_lowest_kcal_mol=89.6 homo_energy_ev=-8.21
C -1.553 0.661 -2.428 -0.71
O -1.394 0.011 -1.196 -0.29
C -0.488 0.666 -0.347 -0.50
C -0.394 -0.173 0.916 -0.27
C 2.500 -1.306 2.105 -0.40
C 0.686 0.365 1.826 -0.43
N 1.609 -0.413 2.006 0.07
H -2.226 0.046 -3.030 0.24
H -0.592 0.764 -2.956 0.30
H -1.993 1.662 -2.303 0.29
H -0.820 1.689 -0.110 0.32
H 0.503 0.747 -0.829 0.33
H -1.347 -0.128 1.450 0.23
H 2.396 -2.059 2.875 0.25
H -0.212 -1.218 0.619 0.31
H 3.325 -1.314 1.403 0.25

***

[9]
16
Properties=species:S:1:pos:R:3:mulliken_charge:R:1 method="wB97M-V/def2-TZVPD" total_charge=0 gap_ev=8.7 e_above_lowest_kcal_mol=128.2 homo_energy_ev=-7.91
O -2.299 -1.830 0.905 -0.52
C -1.544 -0.937 0.122 -0.63
C -0.015 1.801 0.042 -0.41
C 0.396 0.415 -0.202 0.20
C 1.588 0.421 -1.070 -0.44
N 1.549 1.287 0.124 -0.26
C -0.115 -0.723 0.629 -0.42
H -2.521 -1.362 1.719 0.33
H -1.510 -1.350 -0.892 0.31
H -2.018 0.053 0.064 0.30
H 0.010 2.362 -0.908 0.15
H 1.593 0.989 -1.999 0.24
H 2.266 -0.435 -1.034 0.28
H 2.050 1.010 0.964 0.28
H 0.481 -1.639 0.549 0.23
H -0.151 -0.411 1.681 0.35

***

[10]
16
Properties=species:S:1:pos:R:3:mulliken_charge:R:1 method="wB97M-V/def2-TZVPD" smiles="C[C@H]1CN(C)C1=O" total_charge=0 gap_ev=10.2 e_above_lowest_kcal_mol=32.2 homo_energy_ev=-9.25
C 1.550 -0.477 0.737 -1.31
C 1.132 0.608 -0.281 0.36
C 0.118 0.056 -1.303 -0.64
N -0.970 0.511 -0.421 0.00
C -1.959 -0.408 0.106 -0.84
C -0.092 1.229 0.396 0.15
O -0.288 1.922 1.359 -0.60
H 0.705 -0.729 1.393 0.33
H 2.355 -0.125 1.386 0.33
H 1.863 -1.400 0.244 0.34
H 1.958 1.233 -0.637 0.43
H 0.102 0.575 -2.269 0.26
H 0.145 -1.028 -1.467 0.29
H -1.493 -1.393 0.288 0.30
H -2.337 -0.022 1.061 0.32
H -2.790 -0.551 -0.590 0.28

***

[11]
16
Properties=species:S:1:pos:R:3:mulliken_charge:R:1 method="wB97M-V/def2-TZVPD" total_charge=0 gap_ev="6.4 / 6.4" e_above_lowest_kcal_mol=74.2 homo_energy_ev="-6.87 / -6.87"
C -2.002 0.405 -0.333 -1.43
C -0.531 0.241 -0.098 0.39
C -0.025 0.822 1.202 -1.15
C 1.688 -1.432 0.158 -0.32
N 1.625 -0.520 -0.734 -0.01
C 0.236 -0.051 -1.207 0.45
O 0.059 -0.098 -2.424 -0.72
H -2.288 1.454 -0.497 0.28
H -2.567 0.054 0.542 0.36
H -2.317 -0.176 -1.205 0.32
H -0.383 1.859 1.292 0.32
H 1.067 0.873 1.275 0.34
H -0.401 0.299 2.093 0.29
H 2.620 -1.692 0.653 0.31
H 0.752 -1.910 0.429 0.33
H 2.467 -0.128 -1.148 0.25

***

[12]
16
Properties=species:S:1:pos:R:3:mulliken_charge:R:1 method="wB97M-V/def2-TZVPD" total_charge=0 gap_ev=10.9 e_above_lowest_kcal_mol=16.5 homo_energy_ev=-9.89
H -1.938 1.572 1.729 0.29
N -0.965 1.261 1.708 -0.66
C -0.696 0.820 0.557 0.27
O -1.591 0.795 -0.474 -0.44
C -1.119 -0.064 -1.521 -0.39
C 0.076 -0.807 -0.923 -0.69
C 0.607 0.211 0.090 0.65
C 1.508 -0.345 1.179 -1.54
H -1.950 -0.715 -1.804 0.29
H -0.838 0.548 -2.387 0.27
H 0.813 -1.109 -1.671 0.37
H -0.262 -1.704 -0.388 0.28
H 1.140 1.002 -0.459 0.22
H 2.385 -0.828 0.732 0.39
H 0.976 -1.086 1.784 0.33
H 1.852 0.450 1.846 0.37

***

[13]
16
Properties=species:S:1:pos:R:3:mulliken_charge:R:1 method="wB97M-V/def2-TZVPD" total_charge=0 gap_ev=8.7 e_above_lowest_kcal_mol=126.9 homo_energy_ev=-8.62
C -0.045 -0.189 1.411 -0.68
C -0.407 0.758 -1.092 -1.54
C -1.176 -0.504 0.275 0.82
C 0.826 0.542 0.566 0.48
N -0.909 -1.813 -0.237 -0.58
C 2.025 0.920 0.239 -0.86
O -2.325 -0.136 0.534 -0.65
H -1.560 -2.031 -0.982 0.26
H 0.042 -1.942 -0.561 0.25
H 0.362 -1.120 1.808 0.36
H -0.534 0.427 2.164 0.28
H -0.217 1.829 -1.098 0.46
H 0.253 0.223 -1.774 0.37
H -1.401 0.774 -1.536 0.41
H 2.802 0.891 0.997 0.30
H 2.264 1.370 -0.714 0.32

***

[14]
16
Properties=species:S:1:pos:R:3:mulliken_charge:R:1 method="wB97M-V/def2-TZVPD" total_charge=0 gap_ev=9.4 e_above_lowest_kcal_mol=86.1 homo_energy_ev=-8.69
C -1.900 -0.046 -0.494 -0.88
C -0.665 -0.374 0.358 -0.87
C 0.415 0.689 0.554 0.72
O -0.057 1.746 1.292 -0.51
C 1.746 0.748 0.368 -0.92
C 2.277 -1.874 -0.478 -0.07
N 1.552 -1.553 -1.356 -0.31
H -1.687 -0.089 -1.567 0.24
H -2.696 -0.773 -0.289 0.33
H -2.304 0.949 -0.278 0.28
H -0.260 -1.340 0.062 0.36
H -1.009 -0.534 1.392 0.34
H 0.932 -0.865 -1.750 0.34
H -0.972 1.588 1.541 0.32
H 2.272 1.395 1.058 0.23
H 2.356 0.335 -0.412 0.39